# 1
93
Properties=species:S:1:pos:R:3 method="wB97M-V/def2-TZVPD" smiles=COC[C@H](C)N.COC[C@H](C)N.COC[C@H](C)N.COC[C@H](C)N.ClC(Cl)Cl.ClC(Cl)Cl.ClC(Cl)Cl.ClC(Cl)Cl.ClC(Cl)Cl
C 5.9694 -5.6572 0.4278
O 5.0651 -4.5749 0.6253
C 5.2067 -3.4218 -0.2020
C 4.3122 -2.3198 0.3133
C 2.8400 -2.8108 0.2291
N 4.4918 -1.0434 -0.4706
H 7.0016 -5.3184 0.2538
H 5.6474 -6.1928 -0.4347
H 5.9045 -6.3762 1.2829
H 6.2685 -3.0686 -0.1842
H 4.8825 -3.7206 -1.1993
H 4.6196 -2.0660 1.3205
H 2.5800 -3.1729 -0.8033
H 2.2067 -1.9338 0.4965
H 2.7170 -3.6995 0.8321
H 5.4584 -0.8727 -0.6484
H 4.0779 -1.1476 -1.3785
C -5.1436 0.6972 -3.0247
O -5.2046 -0.0577 -1.8560
C -6.5302 -0.2109 -1.4944
C -6.5169 -1.1022 -0.2085
C -7.8666 -1.3862 0.4122
N -5.6544 -0.5209 0.9053
H -4.1692 1.1565 -3.1247
H -5.9063 1.4726 -3.0514
H -5.3122 0.0920 -3.8461
H -6.9406 0.7167 -1.3554
H -7.0551 -0.7582 -2.2841
H -6.0187 -2.0696 -0.4575
H -8.2465 -0.6028 1.0822
H -7.8024 -2.2605 1.0597
H -8.6854 -1.6677 -0.2890
H -4.8569 -0.0397 0.5107
H -6.1799 0.2184 1.3748
C 1.5091 1.4841 -1.5544
O 0.6579 2.1419 -0.6079
C -0.4150 1.3669 -0.1161
C -1.6074 1.0899 -1.0471
C -2.4908 2.2855 -1.1776
N -2.4325 0.1161 -0.2851
H 2.5272 1.5774 -1.1850
H 1.4791 2.0663 -2.5040
H 1.2834 0.3975 -1.7457
H 0.0336 0.4846 0.4212
H -0.9271 1.9995 0.6214
H -1.3391 0.6443 -2.0336
H -2.1401 2.9136 -2.0113
H -2.4221 2.9427 -0.3155
H -3.5769 2.0555 -1.2710
H -1.8211 -0.6468 -0.0272
H -3.2058 -0.2883 -0.7851
C 1.7027 -0.5597 5.1522
O 2.7793 0.2008 4.6963
C 2.5910 0.3844 3.2931
C 3.3522 1.5947 2.7622
C 2.7765 2.8377 3.3718
N 3.2306 1.6877 1.2853
H 1.8452 -0.6969 6.2184
H 1.6030 -1.5163 4.6343
H 0.8163 0.0382 4.9617
H 2.8084 -0.5670 2.8496
H 1.5351 0.6717 3.0920
H 4.3788 1.3445 3.1353
H 1.8189 3.0420 2.9126
H 3.4010 3.7452 3.2124
H 2.6899 2.8471 4.4359
H 3.6277 0.8264 0.8321
H 2.2767 1.8091 1.0096
Cl -3.2127 -4.0513 3.0941
C -4.2007 -3.3887 1.7596
Cl -5.5715 -4.4705 1.3287
Cl -3.2869 -3.0433 0.2401
H -4.6494 -2.4315 2.0882
Cl 3.3895 6.0685 0.5565
C 4.2975 4.5741 0.0649
Cl 5.9736 4.6940 0.4588
Cl 3.9596 4.1260 -1.6462
H 3.9097 3.7524 0.6471
Cl 2.3530 -1.0452 -4.1037
C 3.1840 0.0125 -5.2319
Cl 4.2130 -1.0504 -6.2527
Cl 4.2942 1.1180 -4.4102
H 2.4845 0.5866 -5.8280
Cl -1.6202 -0.5802 3.6344
C -2.9770 0.5036 3.1739
Cl -2.6452 2.2179 3.3762
Cl -4.4257 0.0906 4.1032
H -3.1302 0.3513 2.1238
Cl -0.4844 4.1697 -3.9246
C -0.3171 3.1299 -5.3165
Cl -1.7952 2.8797 -6.2526
Cl 0.3370 1.5561 -4.7934
H 0.4148 3.6303 -5.9337

# 2
48
Properties=species:S:1:pos:R:3 method="wB97M-V/def2-TZVPD" smiles=CCOc1cc(CNc2ccccc2)cc(Br)c1OCc1ccccc1F
C -0.9238 -1.2913 -3.0329
C -2.1112 -0.9801 -2.1294
O -1.7870 -1.1496 -0.7543
C -0.8463 -0.3312 -0.2016
C 0.0791 -0.9404 0.6426
C 1.0722 -0.2227 1.2857
C 2.0561 -0.9230 2.1989
N 3.3893 -0.3759 2.1725
C 4.1044 -0.2447 0.9974
C 3.7743 -0.9449 -0.1634
C 4.5554 -0.8222 -1.2971
C 5.6733 -0.0066 -1.3045
C 6.0073 0.6928 -0.1561
C 5.2334 0.5787 0.9799
C 1.1713 1.1420 1.0568
C 0.2478 1.7539 0.2352
Br 0.3659 3.6230 -0.0730
C -0.7865 1.0584 -0.3830
O -1.7122 1.7511 -1.1365
C -2.8087 2.2551 -0.3711
C -3.6360 1.1386 0.2081
C -4.6805 0.5648 -0.5053
C -5.3749 -0.5200 -0.0015
C -5.0321 -1.0567 1.2280
C -4.0004 -0.5007 1.9621
C -3.3205 0.5838 1.4425
F -2.3201 1.1257 2.1766
H -0.1251 -0.5708 -2.8671
H -1.2323 -1.2382 -4.0730
H -0.5425 -2.2886 -2.8256
H -2.9224 -1.6935 -2.2944
H -2.4765 0.0307 -2.3279
H -0.0092 -2.0068 0.7848
H 2.1006 -1.9843 1.9315
H 1.6913 -0.8611 3.2290
H 3.5766 0.3458 2.8515
H 2.9044 -1.5817 -0.1871
H 4.2819 -1.3703 -2.1875
H 6.2759 0.0865 -2.1951
H 6.8748 1.3366 -0.1474
H 5.4972 1.1296 1.8727
H 1.9518 1.7304 1.5128
H -2.4414 2.9107 0.4281
H -3.3900 2.8450 -1.0824
H -4.9437 0.9773 -1.4682
H -6.1826 -0.9515 -0.5728
H -5.5672 -1.9088 1.6180
H -3.7113 -0.8950 2.9233

# 3
10
Properties=species:S:1:pos:R:3 method="wB97M-V/def2-TZVPD" smiles="S=C1C=NS/C1=N/S"
S -0.7539 2.1045 0.0001
C 0.3514 0.8893 -0.0042
C 1.7960 1.1039 -0.0007
N 2.5683 0.0721 0.0043
S 1.7081 -1.3638 -0.0009
C 0.1312 -0.5656 -0.0116
N -0.9222 -1.3087 0.0086
S -2.5146 -0.8936 -0.0001
H 2.2418 2.1018 0.0180
H -2.4714 0.4359 0.0056

# 4
24
Properties=species:S:1:pos:R:3 method="wB97M-V/def2-TZVPD" smiles=Cc1ccc(O)cc1.CC
C -2.4397 0.0939 -0.8801
C -1.3182 -0.6973 -1.0904
C -0.3039 -0.2068 -1.8316
C 0.8127 -0.9714 -1.9843
C 0.8790 -2.2817 -1.4561
O 1.7442 -3.1227 -1.9759
C -0.0614 -2.8407 -0.5188
C -1.1659 -1.9134 -0.5223
H -2.2297 1.0039 -0.3112
H -3.2924 -0.4516 -0.5962
H -3.0755 0.5435 -1.8450
H -0.0137 0.8150 -2.1458
H 1.6655 -0.6762 -2.5276
H 2.2348 -3.7328 -1.3968
H -0.0012 -3.6657 -0.0627
H -2.0765 -2.2481 0.0458
C 1.2700 2.3038 3.1050
C 0.9724 2.9094 1.6368
H 0.7367 1.2981 3.3044
H 2.2035 2.0664 3.2801
H 0.8296 2.9954 3.7796
H 1.3288 2.0582 0.8857
H 1.4518 3.7473 1.5347
H -0.1508 2.9734 1.5729

# 5
14
Properties=species:S:1:pos:R:3 method="wB97M-V/def2-TZVPD" total_charge=-1
C 1.3897 1.6889 1.6450
O 1.6191 0.7518 0.7377
H 0.5212 1.4853 2.3439
H 1.3577 2.7031 1.1837
H 2.1405 1.8632 2.5373
C -0.8007 -1.1968 -0.4111
O 0.5350 -1.1298 -0.2637
C -1.2362 -0.8128 -1.8975
H -1.3578 -0.5993 0.3709
H -1.1642 -2.2443 -0.2009
H 1.0342 -0.3460 0.4578
H -0.5379 -0.0857 -2.2913
H -2.2119 -0.3234 -1.7734
H -1.2885 -1.7542 -2.4386

# 6
48
Properties=species:S:1:pos:R:3 method="wB97M-V/def2-TZVPD" total_charge=+2 multiplicity=5 s_squared=6.012
Fe -0.3767 0.3465 1.3065
C -1.9971 -4.6858 1.5731
C -2.0257 -3.5406 2.5077
N -2.5216 -3.5317 3.6989
N -2.3127 -2.2687 4.1721
C -1.6954 -1.4784 3.3044
S -1.2155 0.1465 3.4872
N -1.5073 -2.2832 2.2209
N -0.8434 -1.8387 1.0718
H -2.4461 -5.5435 2.0670
H -0.9742 -4.9440 1.2954
H -2.5667 -4.4725 0.6674
H -2.6150 -2.0284 5.1053
H 0.0041 -2.3902 0.9414
H -1.4411 -1.9876 0.2601
C 2.0339 1.1068 -2.4312
Ge 2.9551 -0.3801 -1.5691
C 4.6194 -0.8383 -2.4475
C 1.7218 -1.8921 -1.4451
C 3.3989 0.0624 0.3256
Se 2.0234 0.9641 1.3844
C 2.1465 2.7669 0.6644
H 1.6738 0.7914 -3.4109
H 2.7004 1.9546 -2.5855
H 1.1685 1.4327 -1.8496
H 4.4410 -1.1629 -3.4718
H 5.1303 -1.6438 -1.9220
H 5.2800 0.0270 -2.4775
H 1.3700 -2.2003 -2.4288
H 0.8461 -1.6000 -0.8614
H 2.1990 -2.7502 -0.9705
H 4.2705 0.7016 0.4629
H 3.5924 -0.8521 0.8892
H 2.1419 2.7463 -0.4196
H 3.0671 3.1941 1.0520
H 1.2986 3.3337 1.0415
C -3.5795 3.2104 -2.0528
N -2.7102 2.7554 -0.9564
C -2.5181 3.6162 0.2143
C -2.1647 1.5746 -0.9933
O -1.4468 1.1113 -0.0624
H -3.4637 4.2849 -2.1612
H -4.6181 2.9777 -1.8253
H -3.2759 2.7317 -2.9800
H -3.0310 4.5556 0.0380
H -1.4553 3.8056 0.3565
H -2.9320 3.1389 1.1016
H -2.3488 0.9764 -1.8874

# 7
113
Properties=species:S:1:pos:R:3 method="wB97M-V/def2-TZVPD" total_charge=+2 multiplicity=5 s_squared=6.096
Mn 1.2642 -0.5114 -1.6379
C 2.4463 2.6214 4.4981
C 1.1560 1.8583 4.1558
C 0.7708 0.9598 5.3448
C 0.0303 2.8696 3.9293
C 1.3892 0.9812 2.9355
C 0.6275 1.0887 1.7862
C 0.8399 0.2095 0.7217
N 0.0954 0.0971 -0.4340
C -0.9203 0.8792 -0.9241
C -1.9840 1.4482 -0.2402
C -2.9551 2.1324 -0.9507
C -2.8361 2.1802 -2.3468
C -1.7882 1.6387 -3.0849
C -0.7520 1.0333 -2.3447
O 0.4225 0.6087 -2.7762
C -1.8620 1.7059 -4.6164
C -0.7243 0.9642 -5.3239
C -3.1898 1.0784 -5.0702
C -1.8245 3.1809 -5.0505
C -4.1171 2.7649 -0.1934
C -5.0853 3.5024 -1.1200
C -4.8922 1.6564 0.5393
C -3.5588 3.7738 0.8244
C 1.9049 -0.7607 0.7580
O 2.0137 -1.5342 -0.3188
C 2.6836 -0.8773 1.9391
C 2.3831 -0.0114 2.9806
C 3.8320 -1.8846 2.0287
C 4.5097 -1.8543 3.3991
C 3.3169 -3.3163 1.7985
C 4.8715 -1.5310 0.9485
H 2.2761 3.2510 5.3718
H 3.2671 1.9432 4.7315
H 2.7511 3.2621 3.6690
H 0.5532 1.5811 6.2139
H -0.1184 0.3672 5.1163
H 1.5773 0.2787 5.6176
H -0.0918 3.4835 4.8208
H 0.2551 3.5385 3.0962
H -0.9220 2.3664 3.7429
H -0.1247 1.8575 1.6850
H -2.0645 1.3345 0.8318
H -3.6204 2.6756 -2.9003
H -0.6943 -0.0876 -5.0292
H -0.8831 1.0109 -6.4020
H 0.2402 1.4167 -5.1034
H -3.2630 0.0369 -4.7484
H -4.0507 1.6177 -4.6766
H -3.2535 1.1065 -6.1588
H -0.9078 3.6617 -4.7056
H -1.8579 3.2453 -6.1389
H -2.6755 3.7335 -4.6523
H -5.5542 2.8216 -1.8327
H -5.8786 3.9549 -0.5257
H -4.5820 4.3025 -1.6652
H -5.2639 0.9178 -0.1734
H -4.2686 1.1426 1.2740
H -5.7459 2.0872 1.0638
H -2.9815 4.5470 0.3153
H -4.3811 4.2547 1.3555
H -2.9151 3.2967 1.5657
H 2.9567 -0.0927 3.8919
H 3.8083 -2.1167 4.1937
H 5.3160 -2.5873 3.4159
H 4.9484 -0.8795 3.6157
H 2.5702 -3.5730 2.5568
H 2.8828 -3.4315 0.8069
H 4.1429 -4.0223 1.8878
H 5.2491 -0.5177 1.0974
H 5.7134 -2.2223 1.0066
H 4.4393 -1.6023 -0.0487
Br 7.7211 2.5292 -2.1474
C 6.1667 1.4833 -2.3497
C 4.9890 1.8800 -1.7278
C 3.8519 1.1176 -1.8942
C 3.8723 -0.0279 -2.6952
C 5.0678 -0.4247 -3.2970
C 6.2112 0.3270 -3.1203
N 2.6718 -0.7398 -2.8298
C 2.3610 -1.4783 -3.8375
C 1.1157 -2.1994 -3.7287
C 0.6482 -3.1025 -4.6766
C -0.5258 -3.7898 -4.4349
C -1.2200 -3.5342 -3.2585
C -0.7142 -2.6027 -2.3725
N 0.4344 -1.9627 -2.5796
H 4.9710 2.7826 -1.1337
H 2.9234 1.4434 -1.4287
H 5.1061 -1.3406 -3.8732
H 7.1451 0.0237 -3.5723
H 2.9952 -1.5806 -4.7122
H 1.2038 -3.2491 -5.5931
H -0.9059 -4.5059 -5.1503
H -2.1501 -4.0382 -3.0390
H -1.2560 -2.3425 -1.4739
C -1.4654 -4.3105 2.2705
Te -0.2609 -2.8209 1.2908
C -1.9281 -1.5534 1.7982
C -2.7230 -2.2495 2.8683
C -3.6767 -1.5682 3.6143
C -4.3672 -2.2259 4.6193
C -4.1053 -3.5640 4.8831
C -3.1658 -4.2506 4.1321
C -2.4749 -3.5957 3.1193
H -0.8470 -5.0043 2.8388
H -1.9530 -4.8854 1.4765
H -2.5280 -1.3742 0.9005
H -1.5298 -0.5983 2.1434
H -3.8731 -0.5209 3.4163
H -5.1031 -1.6913 5.2039
H -4.6330 -4.0719 5.6786
H -2.9656 -5.2955 4.3349

# 8
A structure of composition C29H57BiCl3N2O3PSi at a distorted geometry. Source: the Open Molecules 2025 dataset; level of theory: ωB97M-V/def2-TZVPD.

```
97
C29H57BiCl3N2O3PSi, DFT ωB97M-V/def2-TZVPD
C 0.7632 -3.9164 -3.8926
C 2.2107 -3.5533 -3.9065
H 0.2388 -3.5263 -4.7742
H 0.2963 -3.6221 -2.9475
H 0.6393 -5.0091 -3.9897
C 2.9437 -3.8042 -5.0091
C 2.4651 -4.3165 -6.3300
H 4.0352 -3.7228 -4.9974
H 1.6565 -3.7088 -6.7570
H 2.1711 -5.3755 -6.2934
H 3.2969 -4.2818 -7.0433
Bi -0.7173 -1.4420 0.7917
Cl -1.9786 -1.6104 2.9692
Cl 1.0469 -3.1626 0.8176
C 1.3974 -0.5772 2.7213
O 0.6017 -0.0306 1.8637
N 2.4412 0.1031 3.1229
C 2.6656 1.4379 2.5867
C 3.4538 -0.5535 3.9429
H 1.2154 -1.5863 3.1166
H 1.7675 2.0448 2.7014
H 2.9314 1.4105 1.5309
H 3.4894 1.8683 3.1499
H 2.9245 -1.2269 4.6493
H 4.0214 0.2411 4.4475
H 4.1398 -1.1557 3.3061
H -4.6488 0.3035 -2.8902
H -1.2688 0.2158 -3.0631
C -4.1914 1.3024 -3.0017
C -1.7113 1.2127 -3.2184
N -2.8732 1.3384 -2.3625
H -4.8626 2.0622 -2.5754
C -2.7528 1.2317 -1.0336
O -1.6890 0.9823 -0.4171
H -0.9700 1.9932 -3.0181
H -3.7270 1.4009 -0.5233
H -4.0393 1.5064 -4.0671
H -2.0532 1.2930 -4.2448
O 2.1886 -2.1392 -1.7289
C 2.8331 -3.1605 -2.5305
C 4.9725 -2.2277 -3.6482
C 4.3401 -2.9895 -2.6544
H 4.4072 -1.7441 -4.4440
C 6.3613 -2.0275 -3.5923
H 2.6419 -4.0879 -1.9448
C 5.1066 -3.6744 -1.7223
H 6.8659 -1.4283 -4.3776
C 7.0913 -2.5644 -2.5207
C 6.4790 -3.4797 -1.6528
H 4.5854 -4.3642 -1.0402
H 8.1305 -2.2687 -2.3830
H 7.0593 -4.0232 -0.9171
Si 2.4053 -0.3260 -1.8056
Cl 0.8564 -0.4383 -3.3835
C 3.4975 0.3871 -3.1509
C 3.7086 -0.5372 -0.3370
C 1.4974 1.2101 -1.0152
H 4.5442 0.0391 -3.0843
H 3.5348 1.4843 -3.1220
H 3.0626 0.1325 -4.1447
H 0.8827 1.7456 -1.7513
H 2.2110 1.8988 -0.5349
H 0.7879 0.9460 -0.2252
H 4.6284 -1.0023 -0.6980
H 3.3642 -1.2174 0.4383
H 4.0282 0.3768 0.1644
C -5.9842 1.7391 1.0629
C -4.9778 2.6172 1.8046
C -5.7176 3.6280 2.7127
P -3.6407 1.5096 2.5778
C -2.1198 2.5512 2.8927
C -2.3819 4.0329 3.1292
C -1.2053 1.9797 3.9819
C -4.2866 1.0287 4.2519
C -4.3976 2.1432 5.3142
C -5.5672 0.2047 4.1448
H -6.6642 1.2402 1.7579
H -5.4762 0.9852 0.4620
H -6.5794 2.3616 0.3877
H -4.4093 3.2209 1.0669
H -6.4393 3.1252 3.3855
H -5.0413 4.2846 3.2941
H -6.3185 4.2986 2.0647
H -1.6035 2.4261 1.9224
H -2.9439 4.2149 4.0530
H -1.4268 4.5602 3.2469
H -2.9074 4.4946 2.2913
H -1.1377 0.8910 3.9255
H -0.1941 2.3855 3.8576
H -1.5249 2.2555 4.9939
H -3.4870 0.3509 4.6089
H -5.1402 2.9148 5.0602
H -4.7362 1.6980 6.2714
H -3.4264 2.6254 5.5266
H -5.4551 -0.5690 3.3854
H -5.7679 -0.2984 5.0968
H -6.4433 0.8141 3.9133
```

# 9
13
Properties=species:S:1:pos:R:3 method="wB97M-V/def2-TZVPD" smiles=Cc1cn(C)o1
C 2.2976 0.2053 -0.0650
C 0.8942 0.1234 0.3220
C -0.0645 -0.7793 0.6410
N -1.0595 0.2529 0.7028
C -2.1432 0.1202 -0.3011
O 0.0187 1.2108 0.3136
H 2.1795 0.8160 -0.9627
H 3.0049 0.7396 0.5115
H 2.6168 -0.7276 -0.3392
H -0.2680 -1.8561 0.8865
H -2.4543 -0.9249 -0.2109
H -3.0275 0.7666 -0.1116
H -1.9947 0.0532 -1.3871

no.,M (g mol⁻¹),total energy (Ha)
1,953.4,-8252.262435
2,430.3,-3730.037758
3,162.3,-1419.531245
4,138.2,-426.435900
5,77.1,-270.140408
6,484.9,-6924.093882
7,970.4,-6170.521861
8,856.2,-3700.468906
9,85.1,-286.464328